Model one:
CH5N4O2 | ωB97M-V with the def2-TZVPD basis set

Computed properties:
LUMO level = -0.243 hartree
M = 105.077 g/mol
HOMO-LUMO gap = 7.7 eV
E_HOMO = -14.2977 eV

ORCA input file:
```
! RIJCOSX wB97M-V def2-TZVPD def2/J DEFGRID3
* xyz 1 1
C -0.10 0.60 0.08
N 2.93 -0.28 0.26
N 3.11 -1.28 -0.19
N -0.97 -0.44 -0.12
N -0.75 1.74 0.26
O 1.12 0.61 -0.17
O -2.48 -0.51 0.19
H 2.61 -1.96 -0.90
H -0.54 -1.30 0.24
H -0.60 2.67 0.03
H -1.63 1.47 0.49
H -2.70 -1.32 -0.16
*
```

These are the Mulliken partial charges, in e, on atoms 1 to 5: number 1, C, carries 0.49; number 2, N, carries 0.36; number 3, N, carries 0.06; number 4, N, carries -0.10; number 5, N, carries -0.27

=====

Model two:
CH5N4O2 | ωB97M-V with the def2-TZVPD basis set

Computed properties:
LUMO level (alpha / beta) = -0.222 / -0.235 hartree
M = 105.077 g/mol
HOMO-LUMO gap (alpha / beta) = 8.0 / 7.3 eV
E_HOMO (alpha / beta) = -14.0351 / -13.6905 eV

ORCA input file:
```
! RIJCOSX wB97M-V def2-TZVPD def2/J DEFGRID3
* xyz 1 1
C -0.11 -0.09 0.14
N 1.26 -0.33 2.73
N -0.78 -1.30 0.11
N 0.52 0.22 -0.98
N -0.20 0.68 1.22
O 0.63 1.78 1.08
O 1.96 0.52 2.62
H -0.37 -1.75 -0.65
H -1.17 -1.73 0.94
H 0.88 -0.56 -1.58
H 0.90 1.20 -1.14
H 0.16 2.46 1.65
*
```

These are the Mulliken partial charges, in e, on atoms 1 to 5: number 1, C, carries 0.79; number 2, N, carries 0.44; number 3, N, carries -0.37; number 4, N, carries -0.39; number 5, N, carries -0.52

=====

The most stable of them is model two.

=====

Model one:
CH2NO3P | ωB97M-V with the def2-TZVPD basis set

Computed properties:
LUMO level = 0.023 hartree
M = 107.005 g/mol
HOMO-LUMO gap = 10.6 eV
E_HOMO = -9.9574 eV

ORCA input file:
```
! RIJCOSX wB97M-V def2-TZVPD def2/J DEFGRID3
* xyz 0 1
C -1.38 -0.48 0.71
N -2.30 0.22 0.83
O 1.28 0.55 -1.45
O 1.95 0.03 0.86
O -0.46 -1.19 0.43
P 1.74 -0.61 -0.43
H 1.42 0.44 -2.42
H -2.26 1.04 1.49
*
```

These are the Mulliken partial charges, in e, on atoms 1 to 5: number 1, C, carries 0.61; number 2, N, carries -0.40; number 3, O, carries -0.45; number 4, O, carries -0.43; number 5, O, carries -0.48

=====

Model two:
CH2NO3P | ωB97M-V with the def2-TZVPD basis set

Computed properties:
LUMO level = 0.011 hartree
M = 107.005 g/mol
HOMO-LUMO gap = 10.8 eV
E_HOMO = -10.5568 eV

ORCA input file:
```
! RIJCOSX wB97M-V def2-TZVPD def2/J DEFGRID3
* xyz 0 1
C 2.11 0.09 0.26
N 3.26 0.26 0.35
O -1.24 1.24 0.13
O -1.21 -1.21 -0.27
O 0.88 -0.06 -0.05
P -0.57 -0.06 0.75
H -1.05 1.29 -0.84
H -2.18 -1.55 -0.33
*
```

These are the Mulliken partial charges, in e, on atoms 1 to 5: number 1, C, carries 0.50; number 2, N, carries -0.45; number 3, O, carries -0.42; number 4, O, carries -0.49; number 5, O, carries -0.21

=====

Model three:
CH2NO3P | ωB97M-V with the def2-TZVPD basis set

Computed properties:
LUMO level = 0.008 hartree
M = 107.005 g/mol
HOMO-LUMO gap = 10.2 eV
E_HOMO = -10.0247 eV

ORCA input file:
```
! RIJCOSX wB97M-V def2-TZVPD def2/J DEFGRID3
* xyz 0 1
C 1.24 -1.08 1.19
N 0.43 -0.25 0.84
O -1.30 0.22 -1.49
O -0.62 2.26 -0.22
O 2.11 -1.80 1.40
P -0.08 1.23 -1.07
H -1.25 -0.74 -1.80
H -0.53 0.17 1.15
*
```

These are the Mulliken partial charges, in e, on atoms 1 to 5: number 1, C, carries 0.50; number 2, N, carries -0.44; number 3, O, carries -0.47; number 4, O, carries -0.43; number 5, O, carries -0.36

=====

The most stable of them is model one.